(1)
12
Properties=species:S:1:pos:R:3:forces:R:3 method="wB97M-V/def2-TZVPD" lumo_ev=0.414 smiles="O[Si@@H]1N=CC=CO1" gap_ev=9.47 largest_force_ev_per_a=2.8 e_homo_ha=-0.33261
O -2.046219 -1.456237 -0.482327 0.1353 -1.6232 -0.9491
Si -0.739403 -0.705920 -1.072527 1.0710 2.5188 0.6850
N 0.627150 -1.230423 -0.169326 0.2142 0.0704 -0.2791
C 1.270872 -0.418133 0.606681 -0.8821 -0.0281 -1.4173
C 0.954742 0.991257 0.788933 0.7067 -0.0499 0.7191
C -0.218523 1.484713 0.326288 1.1563 0.3428 1.3321
O -1.127923 0.770277 -0.279073 -0.2430 0.4061 -1.4925
H -1.603055 -2.293888 -0.264524 -0.9059 -0.4739 0.4331
H -0.417217 -0.420870 -2.583265 -0.6809 -0.5913 1.4615
H 2.135553 -0.830508 1.081408 0.5821 -0.0857 0.7183
H 1.621507 1.599517 1.445304 -0.7305 -0.4341 -0.8594
H -0.457484 2.510216 0.602429 -0.4233 -0.0518 -0.3518

(2)
12
Properties=species:S:1:pos:R:3:forces:R:3 method="wB97M-V/def2-TZVPD" lumo_ev=0.830 smiles=[SiH3]Oc1ncco1 gap_ev=9.13 largest_force_ev_per_a=7.8 e_homo_ha=-0.30512
Si 0.353868 -1.027777 2.105216 0.8803 0.2230 0.8783
O -0.788535 -0.539571 1.049083 -4.2419 0.0517 0.5284
C -0.616885 -0.040267 -0.098608 7.3007 0.9796 -2.6391
N 0.744244 0.061733 -0.503028 -3.8006 0.2929 0.9062
C 0.631395 0.803010 -1.615055 -3.0926 0.3499 -1.6801
C -0.712866 1.100840 -1.923778 5.2870 -2.0028 3.4569
O -1.444252 0.515852 -0.937341 -1.8867 -0.2893 1.2665
H 0.801697 0.188649 2.930013 -0.0018 -0.8820 -0.6356
H -0.584257 -1.828424 2.923849 0.6415 -0.2986 0.1965
H 1.332730 -1.638755 1.159805 0.0674 -0.2371 1.0235
H 1.393983 0.962849 -2.327845 1.0186 0.3706 -0.1934
H -1.111122 1.441862 -2.762309 -2.1719 1.4420 -3.1079

(3)
12
Properties=species:S:1:pos:R:3:forces:R:3 method="wB97M-V/def2-TZVPD" lumo_ev=0.700 smiles="O=C/N=C/O.C=O" gap_ev=10.55 largest_force_ev_per_a=3.5 e_homo_ha=-0.36195
O 1.396397 -0.075060 -1.802978 -1.4935 -1.1204 -2.7609
C 1.575755 0.346237 -0.721969 2.1298 0.5715 1.4334
N 0.832225 0.106773 0.394220 0.4233 -1.0257 1.1319
C 0.133045 0.932518 1.005096 -1.5099 1.6711 -0.2087
O -0.564417 0.709313 2.161495 1.1581 -0.7088 -0.3912
H 2.567136 0.790756 -0.569103 0.0688 0.6115 0.7445
H -0.035905 1.954533 0.495927 -0.1930 -1.3217 1.6254
H -0.382015 -0.191425 2.580814 -0.0589 1.5687 -1.2679
C -1.388839 -1.164395 -0.884820 -0.4732 -1.9999 -2.2444
O -1.853472 -0.234892 -0.342705 -2.6896 2.1106 0.6115
H -1.874699 -1.837084 -1.715544 0.3529 1.1283 1.3187
H -0.405211 -1.337273 -0.600433 2.2852 -1.4852 0.0076

(4)
12
Properties=species:S:1:pos:R:3:forces:R:3 method="wB97M-V/def2-TZVPD" lumo_ev=-0.779 gap_ev=9.32 largest_force_ev_per_a=2.1 e_homo_ha=-0.37123
N 1.433024 0.411642 1.021713 -0.2009 0.0877 -0.1704
C 0.059270 0.382605 0.937864 -0.3426 0.5235 -0.1387
O -0.643023 1.365065 0.949094 0.2576 0.1788 0.8442
C -0.609506 -0.944193 0.765425 -0.4564 0.3068 -1.6775
O -1.041006 -0.804367 -1.059543 1.2850 -0.5337 1.5347
C -0.559073 0.197877 -1.842192 0.5890 0.0449 0.5474
O 0.129204 1.131908 -1.520704 0.0002 -0.5735 -0.3035
H 1.987371 -0.381241 0.723429 -0.3699 0.0429 0.0425
H 1.787902 1.295726 0.678350 0.0674 -0.0462 0.2309
H -0.076536 -1.799852 1.273156 -0.2458 0.2785 -1.8960
H -1.659388 -0.960657 1.005546 -0.0266 0.2973 0.1599
H -0.808240 0.105487 -2.932139 -0.5569 -0.6069 0.8265

Please write out number 2 again, unchanged.
12
Properties=species:S:1:pos:R:3:forces:R:3 method="wB97M-V/def2-TZVPD" lumo_ev=0.830 smiles=[SiH3]Oc1ncco1 gap_ev=9.13 largest_force_ev_per_a=7.8 e_homo_ha=-0.30512
Si 0.353868 -1.027777 2.105216 0.8803 0.2230 0.8783
O -0.788535 -0.539571 1.049083 -4.2419 0.0517 0.5284
C -0.616885 -0.040267 -0.098608 7.3007 0.9796 -2.6391
N 0.744244 0.061733 -0.503028 -3.8006 0.2929 0.9062
C 0.631395 0.803010 -1.615055 -3.0926 0.3499 -1.6801
C -0.712866 1.100840 -1.923778 5.2870 -2.0028 3.4569
O -1.444252 0.515852 -0.937341 -1.8867 -0.2893 1.2665
H 0.801697 0.188649 2.930013 -0.0018 -0.8820 -0.6356
H -0.584257 -1.828424 2.923849 0.6415 -0.2986 0.1965
H 1.332730 -1.638755 1.159805 0.0674 -0.2371 1.0235
H 1.393983 0.962849 -2.327845 1.0186 0.3706 -0.1934
H -1.111122 1.441862 -2.762309 -2.1719 1.4420 -3.1079